{"formula": "C42H96N6O5", "method": "ωB97M-V/def2-TZVPD", "symbols": ["N", "O", "O", "O", "C", "O", "C", "C", "N", "H", "H", "C", "C", "O", "C", "H", "H", "H", "H", "H", "H", "H", "H", "H", "H", "H", "H", "H", "H", "C", "C", "C", "N", "C", "C", "C", "C", "C", "C", "H", "H", "H", "H", "H", "H", "H", "H", "H", "H", "H", "H", "H", "H", "H", "H", "H", "H", "H", "H", "C", "C", "C", "N", "C", "C", "C", "C", "C", "C", "H", "H", "H", "H", "H", "H", "H", "H", "H", "H", "H", "H", "H", "H", "H", "H", "H", "H", "H", "H", "C", "C", "C", "N", "C", "C", "C", "C", "C", "C", "H", "H", "H", "H", "H", "H", "H", "H", "H", "H", "H", "H", "H", "H", "H", "H", "H", "H", "H", "H", "C", "C", "C", "N", "C", "C", "C", "C", "C", "C", "H", "H", "H", "H", "H", "H", "H", "H", "H", "H", "H", "H", "H", "H", "H", "H", "H", "H", "H", "H"], "coordinates": [[0.011266, -0.918279, -0.253968], [0.258719, -0.458804, 0.886150], [-1.043075, -0.622508, -0.869754], [0.854737, -1.649906, -0.830924], [-1.322354, 2.446093, -0.280048], [-1.810310, 3.788534, -0.359175], [-2.511955, 4.014889, -1.565327], [-3.135227, 5.379191, -1.580931], [-2.062195, 6.466702, -1.557009], [-1.244929, 6.245550, -2.127502], [-2.450720, 7.299147, -2.011359], [-1.612188, 6.939699, -0.174659], [-2.785085, 7.274782, 0.733628], [-2.325769, 8.263343, 1.607296], [-3.327920, 8.692274, 2.517917], [-2.102057, 1.720144, -0.518589], [-1.078387, 2.336521, 0.777797], [-0.436057, 2.181598, -0.864746], [-3.357999, 3.316352, -1.624219], [-1.971047, 3.821880, -2.500604], [-3.731429, 5.551473, -0.690307], [-3.717200, 5.551488, -2.483091], [-1.065035, 7.860206, -0.377084], [-0.980053, 6.139876, 0.195258], [-3.083201, 6.384675, 1.299668], [-3.646279, 7.661282, 0.171559], [-2.887789, 9.458936, 3.150271], [-3.732323, 7.868196, 3.106575], [-4.150046, 9.213259, 2.015478], [1.144863, -0.874342, 4.810625], [2.165375, -1.984611, 4.504723], [1.531907, -2.947951, 3.477975], [2.561897, -3.673277, 2.629662], [3.579183, -4.465964, 3.397579], [2.957218, -5.657938, 4.128206], [2.262451, -6.531028, 3.093034], [1.236507, -5.751021, 2.273676], [1.893642, -4.564871, 1.573641], [3.324348, -2.666922, 1.801387], [0.111410, -1.186209, 4.967009], [1.035320, -0.152937, 3.997435], [1.511167, -0.396626, 5.718656], [2.332209, -2.565334, 5.414367], [3.174864, -1.655302, 4.265620], [0.866539, -2.483880, 2.752214], [1.013929, -3.695759, 4.071971], [4.019300, -3.812108, 4.152170], [4.367209, -4.803714, 2.725077], [2.256352, -5.223312, 4.851032], [3.694933, -6.165670, 4.745374], [1.731188, -7.309443, 3.640385], [3.026636, -6.908141, 2.411118], [0.397575, -5.394131, 2.876881], [0.774300, -6.349792, 1.486337], [1.168064, -3.926773, 1.070121], [2.629914, -4.940628, 0.865541], [3.939483, -3.231585, 1.107818], [3.952655, -2.094710, 2.480714], [2.675385, -1.972637, 1.270792], [4.134433, -0.441563, -1.618132], [3.812502, 0.900775, -0.933154], [3.600301, 0.777644, 0.553890], [3.514338, 2.041808, 1.354167], [2.649874, 3.062916, 0.667887], [2.285216, 4.272252, 1.563791], [1.708517, 3.793673, 2.865027], [2.682104, 2.909349, 3.631198], [3.041370, 1.703760, 2.759620], [4.889032, 2.641589, 1.565032], [5.191915, -0.650434, -1.449156], [4.018899, -0.394254, -2.700967], [3.523251, -1.292323, -1.310909], [2.935159, 1.328515, -1.430270], [4.622587, 1.559039, -1.259748], [4.417196, 0.202558, 0.998856], [2.691776, 0.194957, 0.725405], [1.697780, 2.613535, 0.376914], [3.147424, 3.369069, -0.249822], [1.667089, 4.916502, 0.935314], [3.207723, 4.858618, 1.622114], [0.751898, 3.302685, 2.651230], [1.389752, 4.665106, 3.442128], [2.119940, 2.551160, 4.494496], [3.508257, 3.501141, 4.021822], [2.096755, 1.169080, 2.619394], [3.697727, 0.963328, 3.212094], [5.341751, 2.703246, 0.577677], [5.497586, 2.019012, 2.215085], [4.772171, 3.613837, 2.027994], [-4.578866, -1.387181, -2.632687], [-4.944020, -2.245011, -1.438472], [-3.853013, -2.049043, -0.394596], [-4.125314, -2.718985, 0.944815], [-5.463163, -2.396703, 1.620698], [-5.542581, -0.904090, 1.939613], [-4.427026, -0.508270, 2.933231], [-3.080559, -0.884913, 2.353749], [-3.006076, -2.335963, 1.905332], [-4.027969, -4.202285, 0.766264], [-3.719749, -1.769098, -3.202923], [-4.275317, -0.365448, -2.404211], [-5.329783, -1.436919, -3.423271], [-5.069358, -3.286377, -1.727882], [-5.878459, -1.876030, -1.011831], [-3.739722, -1.006109, -0.105736], [-2.862947, -2.364360, -0.719886], [-6.202401, -2.727936, 0.895689], [-5.458320, -3.045182, 2.493672], [-5.514153, -0.300112, 1.033762], [-6.502661, -0.752923, 2.433370], [-4.454742, 0.564129, 3.123885], [-4.665638, -0.995956, 3.880660], [-2.838848, -0.181971, 1.552388], [-2.333127, -0.633417, 3.111932], [-2.076365, -2.601105, 1.400212], [-3.077753, -3.041127, 2.734517], [-3.178259, -4.551233, 0.184898], [-4.892398, -4.433493, 0.138878], [-4.158894, -4.738159, 1.701831], [2.632637, -4.376059, -4.302685], [1.454089, -3.509358, -4.831268], [1.730015, -2.066424, -4.410746], [0.697852, -0.992015, -4.708645], [1.095027, 0.239674, -3.909744], [0.234392, 1.429085, -4.247576], [0.142360, 1.694846, -5.752630], [-0.221191, 0.456640, -6.547041], [0.606615, -0.779788, -6.209140], [-0.619726, -1.550340, -4.227212], [2.412703, -5.393625, -4.617216], [2.591806, -4.288389, -3.220608], [3.522549, -4.046017, -4.832526], [0.520333, -3.882218, -4.403730], [1.277385, -3.645324, -5.900955], [2.708245, -1.781307, -4.799178], [1.795259, -2.094742, -3.320373], [2.143476, 0.367208, -4.178583], [1.005112, -0.046822, -2.861672], [0.625083, 2.314806, -3.740992], [-0.798345, 1.336478, -3.895377], [1.107990, 2.087591, -6.091053], [-0.559532, 2.503102, -5.955436], [-0.158615, 0.589053, -7.626933], [-1.275224, 0.219961, -6.365935], [1.635890, -0.598649, -6.528350], [0.255785, -1.696949, -6.671092], [-1.431051, -0.851006, -4.409293], [-0.470283, -1.650576, -3.150565], [-0.887390, -2.510122, -4.653767]], "atomic_forces_ev_per_a": [[0.2, 0.2, -0.8], [-0.3, -0.2, -0.2], [0.3, 0.0, 0.7], [-0.1, 0.1, 0.4], [-0.3, -0.1, 1.1], [0.5, 0.0, -1.2], [-1.0, -0.6, 0.0], [1.0, 0.6, 0.1], [-0.7, 0.8, 0.2], [0.0, -0.4, 0.1], [-0.1, -0.1, 0.0], [0.0, -0.1, -0.7], [0.1, 0.1, 0.4], [0.2, -0.2, -0.2], [-0.3, 0.7, 0.1], [0.0, 0.1, -0.1], [0.1, -0.3, -0.1], [0.0, 0.5, -0.3], [0.0, -0.1, 0.0], [0.6, 0.1, 0.2], [-0.2, -0.1, -0.1], [-0.1, -0.2, 0.0], [0.2, -0.1, 0.2], [0.1, 0.2, 0.3], [-0.2, 0.0, -0.1], [-0.1, -0.1, -0.2], [0.2, -0.3, 0.2], [0.1, -0.1, 0.1], [0.0, -0.3, -0.3], [0.7, 0.3, 0.1], [-1.1, -0.7, 0.0], [1.1, -0.4, 0.2], [0.5, 0.3, -1.9], [0.2, -0.4, 1.3], [-0.5, 1.2, -0.5], [-0.5, -0.1, 0.6], [-0.1, 0.5, -0.4], [-0.8, -0.3, 1.3], [0.3, 0.2, 0.7], [0.2, -0.6, 0.3], [0.4, 0.1, 0.0], [-0.4, 0.4, -0.1], [-0.1, 0.0, 0.1], [-0.3, 0.5, -0.4], [0.0, 0.3, 0.1], [-0.3, -0.1, -0.4], [0.1, 0.2, -0.3], [-0.1, 0.2, -0.3], [-0.2, -0.4, 0.0], [0.2, -0.1, -0.3], [0.3, -0.4, -0.4], [-0.1, -0.5, 0.1], [0.1, -0.1, 0.2], [0.2, -0.2, 0.1], [0.1, 0.0, -0.2], [0.3, 0.3, 0.1], [0.1, 0.1, 0.0], [0.2, -0.1, -0.1], [-0.4, -0.3, 0.0], [0.3, -0.1, 0.2], [-0.2, 0.2, -1.5], [0.3, -0.8, 0.2], [0.9, 0.4, 1.0], [-1.0, 0.5, 0.2], [1.5, -0.5, -1.5], [-0.7, 1.1, 0.0], [-0.5, 0.1, -0.2], [-1.6, -0.2, 0.0], [-0.1, -0.1, -0.8], [-0.1, -0.3, 0.1], [0.0, 0.3, 0.0], [0.0, 0.2, 0.3], [-0.2, -0.1, 0.3], [0.1, 0.2, 0.6], [0.1, 0.1, 0.0], [-0.2, 0.3, 0.1], [0.2, -0.6, 0.1], [0.2, 0.0, 0.1], [-0.5, -0.2, 0.3], [-0.1, 0.1, 0.7], [0.2, -0.4, 0.0], [0.3, -0.1, 0.3], [0.3, -0.3, 0.1], [0.2, -0.2, -0.2], [0.0, 0.0, -0.2], [0.5, 0.3, -0.1], [0.2, 0.3, 0.1], [-0.2, -0.2, -0.1], [0.1, 0.0, -0.1], [0.6, -0.4, -1.5], [0.4, 0.7, 0.5], [-0.5, 0.2, 0.8], [1.5, -0.8, 0.6], [0.9, 0.4, -1.1], [0.0, -0.4, 0.9], [-0.9, -0.1, -0.6], [0.3, 0.5, 0.4], [0.1, 0.0, -0.1], [-1.6, -0.1, -0.9], [0.2, -0.3, 0.5], [-0.5, 0.1, 0.2], [-0.4, 0.5, 0.4], [0.0, 0.0, 0.0], [-0.1, -0.1, -0.2], [-0.1, 0.1, -0.5], [-0.1, -0.2, 0.0], [-0.3, 0.0, 0.3], [-0.3, 0.2, 0.2], [-0.1, 0.0, -0.1], [-0.1, 0.1, -0.2], [0.0, 0.0, 0.0], [0.3, -0.1, 0.1], [0.0, -0.3, -0.3], [0.2, -0.6, -0.1], [0.1, 0.3, -0.1], [-0.2, 0.2, 0.2], [0.4, 0.5, 0.3], [0.0, -0.3, 0.2], [0.2, 0.2, 0.1], [-1.6, 0.5, -1.2], [-0.4, -0.2, -0.1], [0.0, -0.6, 0.5], [-0.7, -1.7, -0.5], [-0.4, -0.6, -0.6], [-0.7, 0.5, -0.5], [1.0, 0.4, -0.2], [-0.9, -0.8, 0.0], [1.0, 1.3, 0.4], [0.1, 0.7, 1.0], [0.2, -0.1, 0.3], [0.7, -0.1, 0.1], [0.4, -0.1, 0.6], [0.2, 0.1, 0.3], [0.5, 0.2, -0.1], [-0.2, 0.4, -0.2], [0.1, 0.2, 0.0], [0.0, 0.4, 0.1], [0.1, -0.1, 0.0], [0.2, -0.1, 0.0], [0.2, -0.4, 0.4], [0.0, -0.1, -0.1], [-0.1, -0.1, 0.0], [0.1, 0.2, 0.0], [0.0, 0.0, 0.0], [0.0, -0.1, -0.1], [-0.1, 0.0, 0.1], [0.2, 0.1, -0.1], [-0.4, -0.1, 0.0], [0.4, 0.1, -0.3]], "molar_mass_g_mol": 765.3, "gap_ha": 0.3549, "total_charge": 4, "e_above_lowest_kcal_mol": 30.8}